16
Properties=species:S:1:pos:R:3 method="wB97M-V/def2-TZVPD" lumo_energy_ev=0.653 charge=0 relative_energy_kcal_mol=7.84
O 0.00000 0.00000 0.00000
C -1.26906 0.54436 -0.32482
C -1.42968 0.39771 -1.92487
C -2.72089 1.00841 -2.54381
S -4.14715 0.03554 -2.04158
H 0.11719 0.02350 0.97269
H -2.05722 -0.07527 0.14454
H -1.38779 1.57964 0.04874
H -0.63815 0.86854 -2.53909
H -1.40082 -0.69219 -2.11654
H -2.65249 1.01932 -3.64864
H -3.00021 2.02750 -2.21382
H -4.78987 1.04871 -1.42279
O 3.17974 1.38253 -0.49766
H 2.40853 0.78055 -0.39223
H 2.82294 2.15988 -0.98416

17
Properties=species:S:1:pos:R:3 method="wB97M-V/def2-TZVPD" lumo_energy_ev=0.465 charge=0 relative_energy_kcal_mol=34.98
O -0.62053 -0.51174 1.74788
C -1.90817 -0.31894 1.21919
C -1.71436 0.18626 -0.22917
C -0.99146 1.54251 -0.52697
S 0.19568 1.37396 -1.85458
S 1.56170 0.07212 -1.00638
H 0.13772 -1.07901 1.73822
H -2.48737 -1.25768 1.28948
H -2.51978 0.44848 1.76377
H -0.97243 -0.55046 -0.53491
H -2.65612 0.09080 -0.78847
H -1.78195 2.21254 -0.88094
H -0.45604 1.82766 0.36857
H 2.49518 1.02342 -0.82372
O 1.40065 -2.89198 2.47032
H 0.58752 -3.38396 2.55539
H 1.16108 -1.96333 2.40516